88
Properties=species:S:1:pos:R:3:forces:R:3:lowdin_charge:R:1 method="wB97M-V/def2-TZVPD" multiplicity=1 total_charge=+1
C -0.43112 -2.55996 -3.43101 -0.6 -0.3 -0.4 -0.14
C -0.72812 -1.76277 -4.72081 0.4 0.5 0.4 -0.41
P -1.99825 -0.44928 -4.47954 -1.8 -1.4 -0.2 1.02
C -2.21134 0.23336 -6.20126 0.7 0.0 1.0 -0.26
N -1.34548 0.85691 -3.39931 1.1 0.4 -0.7 -0.16
C -1.55609 2.19390 -3.79186 -0.1 0.5 0.1 -0.38
N -0.95675 2.81683 -4.83393 -0.3 -1.3 -0.3 0.23
N -2.43862 2.87023 -3.12835 -0.2 -0.3 0.7 0.15
C -3.23552 2.36316 -2.00664 -1.1 -0.2 0.2 -0.20
C -4.34602 1.36531 -2.41692 -0.2 0.7 0.1 -0.71
C -5.03694 1.67300 -3.75215 0.4 -0.3 0.2 -0.14
Br -5.71701 1.52748 -1.01149 0.3 -0.3 0.0 0.75
N -0.13133 0.57566 -2.72866 0.4 0.1 -0.4 0.03
C -0.15194 0.85183 -1.32182 0.2 -1.8 1.5 -0.45
O -0.12055 -0.02667 -0.52198 -0.1 0.8 -0.7 0.22
F -0.18107 2.11894 -0.93562 -0.3 0.2 -0.7 0.16
C 1.06864 1.00084 -3.37116 1.4 2.2 0.4 -0.46
O 1.55466 2.08523 -3.21627 -0.6 -1.0 0.0 0.20
F 1.68381 0.13063 -4.14227 -0.8 -0.6 0.0 0.18
H -1.12742 -3.39498 -3.40896 0.0 -0.1 0.2 0.08
H -0.60612 -2.00733 -2.51459 0.3 0.1 0.1 0.04
H 0.56042 -2.99598 -3.46048 0.2 0.2 0.1 0.08
H -1.22328 -2.45003 -5.40839 -0.2 0.2 -0.2 0.09
H 0.16111 -1.41339 -5.24373 0.1 0.1 0.1 0.07
H -1.26978 0.29282 -6.74374 -0.1 0.2 -0.3 0.04
H -2.74765 1.17701 -6.16132 0.0 0.1 -0.2 0.02
H -2.88585 -0.47801 -6.66894 0.0 -0.2 -0.1 0.05
H -1.63646 3.25919 -5.44136 0.3 0.6 -0.1 0.14
H -0.37539 2.18183 -5.36319 0.2 0.2 -0.2 0.11
H -2.60895 3.82753 -3.39881 0.1 0.2 0.0 0.18
H -2.64598 1.91815 -1.21444 0.4 0.1 -0.1 0.11
H -3.73501 3.21670 -1.56129 0.2 0.3 -0.1 0.10
H -3.97817 0.35094 -2.34656 0.0 -0.1 -0.1 0.05
H -5.29741 0.73219 -4.22498 -0.4 0.0 -0.1 0.08
H -4.40642 2.20585 -4.46593 0.1 0.0 0.1 0.05
H -5.91317 2.28051 -3.56612 -0.2 0.0 -0.2 0.06
O -0.83387 -5.37951 3.73445 2.3 2.2 -0.3 -0.22
P -0.87313 -5.13704 2.26779 -4.8 -4.1 -2.0 0.56
O -2.37058 -4.52245 1.97326 1.2 0.4 0.1 -0.19
C -2.95836 -3.56193 2.84555 -0.4 0.2 0.2 -0.28
C -2.75198 -2.14914 2.32784 0.2 0.0 -0.1 -0.08
O -1.02705 -6.64114 1.67163 0.5 0.6 -0.1 -0.21
C -0.65334 -7.78661 2.44498 -0.2 -0.3 0.2 -0.29
C -1.87915 -8.43344 3.05343 -0.2 0.0 0.0 -0.07
O -0.24781 -4.68489 0.81219 1.5 0.9 2.2 -0.18
C 0.28965 -3.37198 0.64868 0.1 0.5 -0.3 -0.29
C 1.19851 -2.95128 1.78501 -0.1 -0.1 0.2 -0.08
H -2.56991 -3.65163 3.86104 0.1 -0.2 0.0 0.11
H -4.02589 -3.78430 2.88378 0.0 -0.1 -0.1 0.12
H -1.69776 -1.86404 2.38987 0.0 0.0 0.0 0.06
H -3.32820 -1.43396 2.91664 0.0 0.0 0.0 0.08
H -3.05508 -2.07249 1.28168 -0.1 0.0 0.0 0.07
H 0.07676 -7.52446 3.20921 -0.1 0.1 0.0 0.10
H -0.16745 -8.48600 1.76229 0.0 0.1 -0.1 0.12
H -2.44890 -7.71809 3.64632 0.1 0.0 0.1 0.07
H -1.59971 -9.27294 3.69120 0.0 0.0 0.0 0.08
H -2.54377 -8.79725 2.26848 0.0 0.0 0.0 0.08
H -0.52960 -2.65956 0.51085 0.0 0.0 0.1 0.09
H 0.85945 -3.38329 -0.28280 -0.1 -0.2 0.0 0.11
H 0.64246 -2.86434 2.72613 0.0 0.0 0.0 0.07
H 1.65469 -1.98334 1.57568 0.0 0.0 0.0 0.08
H 1.98920 -3.68694 1.93789 0.0 0.0 0.0 0.09
O 3.73864 5.34065 3.19587 -1.6 0.0 -2.7 -0.23
P 4.01463 3.96831 2.69131 3.9 -2.6 4.9 0.56
O 3.34041 2.95688 3.79591 -0.3 0.5 -1.1 -0.19
C 2.06640 3.23258 4.37145 -0.3 0.0 0.3 -0.28
C 0.96242 2.47895 3.65110 0.1 0.0 -0.2 -0.08
O 5.59452 3.78817 3.02005 -0.5 0.0 -0.6 -0.21
C 6.44415 4.92166 3.22758 0.2 0.2 0.3 -0.28
C 6.66762 5.14750 4.70748 0.0 -0.1 0.1 -0.07
O 4.18441 2.81276 1.52573 -1.4 2.3 -0.8 -0.18
C 3.09880 2.52890 0.64636 -0.3 -0.4 -0.3 -0.29
C 2.43959 3.77243 0.08448 0.1 0.2 0.2 -0.08
H 1.85180 4.30230 4.37660 0.2 0.0 0.0 0.11
H 2.11391 2.90443 5.41059 0.1 0.0 0.0 0.12
H 0.82060 2.87395 2.64010 0.0 0.0 0.0 0.06
H 0.01631 2.57593 4.18518 0.0 0.0 0.0 0.08
H 1.21067 1.42025 3.56140 0.0 0.0 0.1 0.08
H 6.03815 5.81116 2.74788 -0.1 0.0 0.1 0.10
H 7.39516 4.69909 2.74051 -0.1 -0.2 0.0 0.12
H 5.72116 5.25370 5.23738 -0.1 0.1 -0.1 0.08
H 7.26678 6.04284 4.87798 0.0 0.0 0.0 0.08
H 7.18397 4.29287 5.14654 0.1 0.0 0.0 0.08
H 2.37077 1.89269 1.16137 0.0 0.1 0.1 0.10
H 3.51173 1.93792 -0.17409 0.2 0.0 0.1 0.12
H 1.95396 4.35756 0.87441 0.0 0.0 0.0 0.07
H 1.68186 3.50280 -0.64770 0.0 0.0 0.0 0.05
H 3.17690 4.41809 -0.39468 0.0 0.0 0.0 0.09



89
Properties=species:S:1:pos:R:3:forces:R:3:lowdin_charge:R:1 method="wB97M-V/def2-TZVPD" multiplicity=1 total_charge=0 smiles="COP(=O)(OC)OC.CNC(C)=O.CNC(C)=O.ClCCCl.ClCCCl.ClCCCl.ClCCCl.ClCCCl.ClCCCl"
C -1.12995 -1.78571 1.53146 0.7 0.3 -0.2 0.00
C -0.13701 -0.60875 1.61141 -1.0 -0.4 1.2 -0.56
O 0.31714 -0.25809 2.68250 0.5 -0.2 1.6 0.01
N 0.15871 0.12455 0.55866 -1.0 -1.2 -3.4 0.06
C -0.39858 -0.15860 -0.78664 0.5 1.5 -0.5 -0.12
H -0.70906 -2.59847 0.93953 0.0 0.0 -0.1 0.05
H -2.07887 -1.50889 1.07210 0.0 0.1 0.0 0.04
H -1.29505 -2.16193 2.54106 0.0 0.1 -0.1 0.04
H 0.86652 0.84276 0.61584 -0.1 0.1 0.2 0.10
H -1.17439 -0.90630 -0.95150 0.1 0.0 1.0 0.04
H 0.34588 -0.40439 -1.54390 0.6 -0.2 0.2 0.05
H -0.80210 0.78560 -1.15238 -0.3 0.0 -0.1 0.04
C -0.94260 4.34949 -0.35578 0.1 -0.1 0.7 -0.01
C -0.41474 4.80616 -1.70928 -3.3 2.1 0.1 -0.52
O -1.05254 5.70201 -2.34614 2.2 -2.2 1.1 -0.01
N 0.67008 4.16446 -2.11450 1.1 -0.3 -1.5 0.02
C 1.34989 4.51815 -3.34973 -0.5 0.5 -0.4 -0.10
H -1.76466 4.94879 0.03557 0.0 0.1 -0.6 0.08
H -0.18910 4.39070 0.43076 0.4 0.0 -0.2 0.06
H -1.25747 3.30598 -0.34930 -0.1 -0.1 -0.3 0.06
H 1.11854 3.44797 -1.56165 -0.3 0.2 0.5 0.08
H 0.65255 4.78940 -4.14234 -0.3 -0.1 0.3 0.05
H 1.90846 3.67611 -3.75846 0.3 0.2 0.4 0.06
H 1.93685 5.42450 -3.20102 0.5 -0.2 0.0 0.08
C 4.59157 0.85271 0.24363 1.5 -0.6 0.0 -0.10
O 4.20706 1.89570 1.12331 -2.1 1.8 -1.0 -0.21
P 3.20193 3.08285 0.61759 1.6 0.9 1.5 0.57
O 1.90106 2.61536 0.03438 1.8 0.6 0.5 -0.26
O 3.13611 3.93946 2.01734 0.0 -0.9 -2.9 -0.23
C 2.54223 3.33826 3.15626 0.1 0.2 0.9 -0.10
O 4.18730 4.07511 -0.27464 -1.2 -3.5 1.2 -0.22
C 3.94023 5.41780 -0.54925 -0.9 1.2 0.4 -0.12
H 5.66914 0.83989 0.40726 0.1 -0.4 -0.4 0.09
H 4.41765 1.01338 -0.82035 -0.3 0.3 0.1 0.09
H 4.22766 -0.12965 0.54465 -0.5 0.2 0.1 0.07
H 1.78518 2.58752 2.92959 -0.1 0.1 -0.1 0.08
H 2.13768 4.18474 3.71114 -0.3 -0.3 0.1 0.09
H 3.33655 2.89427 3.75629 -0.1 -0.2 0.0 0.09
H 3.05826 5.75351 -0.00380 -0.1 0.2 0.0 0.09
H 3.73691 5.57265 -1.60886 0.3 0.0 0.0 0.08
H 4.78444 5.99653 -0.17443 0.0 0.0 -0.3 0.10
Cl -3.68178 0.93400 0.53854 -0.2 0.2 -0.2 0.63
C -4.93225 0.54734 -0.65061 -0.6 0.0 -1.5 -0.67
C -4.82355 -0.84993 -1.21945 -0.5 -0.1 0.4 -0.61
Cl -5.34976 -1.98474 0.08522 0.4 -0.2 -0.6 0.57
H -4.91310 1.20323 -1.52097 0.8 0.4 0.1 0.08
H -5.94647 0.72764 -0.29430 0.3 -0.2 0.7 0.08
H -3.85056 -1.09502 -1.64527 0.2 -0.1 0.6 0.05
H -5.50794 -0.97039 -2.05921 -0.3 0.1 0.2 0.07
Cl 3.03098 -3.17929 0.96018 0.1 0.4 1.3 0.60
C 2.83066 -3.36719 -0.73694 -0.1 -1.2 -1.4 -0.71
C 2.62528 -4.88952 -1.10375 1.0 1.4 -0.5 -0.60
Cl 4.18185 -5.85202 -0.90461 -1.0 0.6 0.1 0.49
H 3.67439 -2.92547 -1.26712 0.4 -0.5 0.1 0.06
H 2.01400 -2.73591 -1.08716 -0.5 -0.5 0.2 0.04
H 2.43376 -4.92218 -2.17629 -0.2 -0.2 0.1 0.05
H 1.82153 -5.35716 -0.53508 0.3 0.1 0.0 0.06
Cl -4.37289 -1.08190 5.92144 -0.2 0.1 0.9 0.58
C -3.66483 -0.54906 4.42257 0.5 -1.3 -1.7 -0.66
C -4.32461 -1.32830 3.23845 -0.5 1.7 -0.2 -0.73
Cl -4.02397 -3.05534 3.21404 0.4 -0.4 0.2 0.55
H -2.61571 -0.84035 4.37163 0.1 -0.2 0.4 0.04
H -3.60203 0.53650 4.34696 -0.8 -0.1 -0.2 0.08
H -4.02435 -0.89402 2.28486 0.5 -0.2 0.2 -0.05
H -5.41038 -1.26225 3.16882 0.0 0.3 0.6 0.05
Cl -0.55341 -3.10058 -2.85995 0.8 0.1 0.0 0.59
C -1.76859 -4.36155 -3.02801 -1.1 -0.3 0.3 -0.65
C -1.58139 -5.58022 -2.12211 0.8 -0.2 -1.0 -0.68
Cl -1.62267 -5.06905 -0.47376 -0.3 0.3 1.6 0.61
H -1.90778 -4.59157 -4.08434 0.3 -0.2 0.1 0.08
H -2.66149 -3.84826 -2.67115 -0.2 -0.3 -0.2 0.05
H -0.62135 -6.09166 -2.19187 0.0 0.2 -0.6 0.06
H -2.34073 -6.34300 -2.29441 -0.2 0.3 -0.1 0.08
Cl 2.45541 -3.48358 5.13191 0.4 -0.6 -0.1 0.57
C 1.11103 -2.38115 4.95957 -0.6 1.4 0.1 -0.73
C -0.09674 -2.76216 5.76005 -0.2 0.6 0.2 -0.67
Cl -0.92614 -4.07827 4.94917 -0.3 -1.0 0.1 0.57
H 0.78418 -2.23834 3.92958 0.6 -0.1 0.0 0.03
H 1.46353 -1.42415 5.34426 0.0 0.1 -0.2 0.07
H -0.84556 -1.97029 5.74287 0.3 0.3 0.0 0.06
H 0.15778 -2.92470 6.80739 -0.2 -0.6 -0.1 0.08
Cl 0.19660 2.59013 -5.78807 -0.3 -0.1 0.1 0.61
C 0.68293 1.09552 -4.99211 -0.3 -1.9 0.1 -0.66
C -0.38374 -0.06066 -5.08511 0.4 0.9 0.3 -0.58
Cl -1.74730 0.18990 -3.90259 0.4 0.1 -0.6 0.52
H 0.95857 1.19395 -3.94214 -0.4 0.7 0.1 0.06
H 1.61294 0.78124 -5.46585 -0.2 -0.2 -0.3 0.07
H 0.03203 -1.02551 -4.79475 0.2 0.2 -0.1 0.02
H -0.80584 -0.14034 -6.08690 0.0 0.1 0.2 0.06



94
Properties=species:S:1:pos:R:3:forces:R:3:lowdin_charge:R:1 method="wB97M-V/def2-TZVPD" multiplicity=1 total_charge=-1
Cl -1.09860 0.17666 -1.07713 0.5 -1.1 -3.0 0.56
O -1.94305 -0.61928 -1.94656 -1.4 0.5 0.0 -0.41
O -0.23891 0.95648 -1.92776 -0.5 1.8 0.0 -0.39
O -1.85372 0.93104 -0.12781 -0.5 0.8 0.2 -0.38
O -0.24922 -0.73353 -0.45026 1.7 -2.0 2.8 -0.38
O 3.64752 -3.87501 1.48420 0.3 -1.3 1.2 -0.29
P 3.58793 -4.57189 2.80531 -0.1 -0.6 -0.1 0.61
N 2.96692 -6.16900 2.80114 -0.7 1.6 -0.8 -0.34
C 2.85973 -6.96594 1.58433 -0.2 0.9 0.1 -0.11
C 2.71486 -6.87104 4.02867 0.5 -0.5 0.1 -0.13
N 2.60664 -3.73034 3.93960 0.5 -0.6 0.1 -0.30
C 2.91738 -2.36139 4.35560 1.5 0.0 -0.4 -0.13
C 1.15717 -3.89121 3.80190 0.4 -0.1 -1.1 -0.12
N 5.04546 -4.97559 3.60310 1.2 0.3 0.7 -0.30
C 5.53750 -4.31220 4.82148 -0.1 -0.5 -0.9 -0.12
C 6.10778 -5.87983 3.07673 -1.4 0.5 -1.5 -0.11
H 2.97171 -6.24179 0.77738 -0.3 -0.3 -0.3 0.08
H 1.90623 -7.49340 1.55719 -0.3 0.2 -0.2 0.07
H 3.60753 -7.74566 1.43971 0.5 0.0 0.4 0.07
H 1.85919 -7.53135 3.88754 0.1 -0.3 -0.1 0.08
H 2.47058 -6.30977 4.93056 0.2 0.7 -0.4 0.07
H 3.63519 -7.41842 4.23233 -0.1 -0.7 0.5 0.07
H 2.34906 -1.57358 3.86117 -0.4 -0.3 -0.2 0.09
H 2.86435 -2.19697 5.43182 -0.3 -0.3 0.2 0.08
H 3.94951 -2.14139 4.08284 0.1 0.0 0.0 0.06
H 0.66737 -4.08863 4.75544 -0.1 0.2 0.0 0.08
H 0.81573 -3.00012 3.27513 -0.6 0.2 0.5 0.09
H 0.91588 -4.67378 3.08255 0.1 -0.4 0.3 0.07
H 6.41081 -4.87539 5.15049 -0.1 -0.1 0.3 0.07
H 5.92716 -3.32665 4.56660 -0.4 0.4 0.6 0.08
H 4.75315 -4.39126 5.57424 0.2 0.7 0.2 0.07
H 7.06197 -5.40264 2.85328 0.1 0.5 0.6 0.08
H 5.83336 -6.19821 2.07103 -0.4 -0.4 0.0 0.07
H 6.27791 -6.76593 3.68828 -0.2 0.1 0.3 0.08
C -7.28827 3.31729 -0.64986 2.0 -1.0 0.9 -0.06
O -8.40597 3.64252 -1.43702 0.0 0.0 -0.4 0.03
C -9.32925 4.39195 -0.88128 -1.6 -0.1 1.0 -0.55
O -9.29418 4.83709 0.25787 -0.4 -0.3 -2.0 0.11
O -10.39870 4.44453 -1.78317 1.2 0.0 1.1 -0.02
C -11.59017 5.00017 -1.23657 -0.4 -0.1 0.6 -0.07
H -6.81914 4.12988 -0.09514 -0.3 0.4 -0.6 0.10
H -6.55421 2.80437 -1.27126 -0.1 0.6 -0.5 0.10
H -7.39337 2.54929 0.11646 -1.3 0.0 0.1 0.10
H -12.41298 4.97804 -1.95112 0.7 0.4 -0.7 0.09
H -11.37322 5.99188 -0.83966 -0.3 0.0 -0.1 0.09
H -12.02211 4.36497 -0.46322 0.6 0.0 0.5 0.09
C 5.69351 3.24674 -8.02123 0.8 0.4 1.2 -0.05
O 4.32988 3.67953 -7.97889 -0.3 -0.4 0.1 -0.02
C 3.38850 2.98886 -7.29117 -0.6 -3.6 1.4 -0.49
O 3.54775 2.02068 -6.49493 -0.3 4.1 -2.9 0.09
O 2.18369 3.45123 -7.76539 0.4 -0.7 0.9 -0.02
C 0.92096 3.01409 -7.19709 -1.0 1.0 1.2 -0.04
H 5.93264 2.39529 -8.65836 -0.7 0.0 -0.1 0.10
H 6.10388 3.06255 -7.02837 -0.5 -0.5 0.2 0.09
H 6.30764 4.09837 -8.31393 -0.5 0.1 -0.6 0.09
H 0.82184 2.17936 -6.50319 1.1 -0.7 -0.8 0.10
H 0.10750 3.01646 -7.92261 0.8 -0.6 -0.8 0.08
H 0.50085 3.76670 -6.52987 0.7 0.8 0.1 0.08
C 2.14976 4.00997 2.43496 -0.2 0.2 -0.1 -0.05
O 3.46929 3.77731 2.91935 1.8 -1.0 0.0 -0.07
C 4.28188 2.80071 2.31462 -2.0 0.3 0.8 -0.54
O 3.93118 2.09874 1.40945 0.6 0.7 0.6 0.16
O 5.43441 2.63585 2.98765 0.1 -0.4 -0.4 -0.02
C 5.95939 3.59210 3.91249 -0.4 0.9 -1.3 -0.05
H 1.60632 4.52136 3.22947 0.3 0.0 0.2 0.09
H 1.59045 3.09714 2.22999 0.4 0.0 -0.4 0.10
H 2.20062 4.70511 1.59692 -0.2 -0.4 -0.3 0.10
H 5.45335 3.53702 4.87633 0.3 0.0 -0.1 0.10
H 5.83720 4.56289 3.43213 -0.4 0.3 0.5 0.09
H 7.04417 3.48566 3.91666 -0.2 -0.7 0.5 0.09
C -6.28537 5.80701 3.96632 0.8 1.2 0.1 -0.06
O -6.08550 4.57270 4.61975 -0.1 -2.2 0.5 -0.03
C -4.92815 3.86278 4.45161 0.5 -0.7 -0.6 -0.50
O -3.93949 4.29094 3.89853 -1.0 -0.6 0.8 0.13
O -5.08525 2.56526 4.96497 -1.8 2.4 -0.6 -0.05
C -4.04605 1.59794 4.91409 1.0 0.9 -0.4 -0.05
H -7.30412 6.19212 4.01023 -0.4 -1.1 0.1 0.09
H -5.97217 5.80029 2.92230 0.2 -0.1 0.2 0.10
H -5.77762 6.57052 4.55568 0.6 0.1 -0.4 0.09
H -3.59760 1.54181 3.92220 0.1 0.2 0.0 0.10
H -4.42465 0.59856 5.12858 -0.4 0.4 0.3 0.09
H -3.32381 1.94554 5.65276 0.4 -0.6 -0.1 0.09
C -1.40390 -1.44870 -8.71380 0.9 1.5 0.6 -0.04
O -0.24434 -1.51145 -7.83711 0.6 -0.6 0.4 -0.04
C -0.17026 -2.25807 -6.68763 1.3 0.3 1.3 -0.54
O 0.77640 -2.20646 -5.89410 -2.6 -0.3 -2.6 0.11
O -1.28656 -2.98295 -6.57126 -0.6 -0.3 -0.2 -0.05
C -1.44132 -4.05902 -5.60654 0.5 1.1 0.1 0.00
H -1.56240 -2.27066 -9.41191 -0.1 -0.5 0.8 0.09
H -1.13185 -0.61247 -9.35786 0.1 0.1 -0.1 0.08
H -2.22904 -1.06627 -8.11298 -0.4 -0.8 -0.3 0.10
H -2.49250 -4.10341 -5.32163 0.0 0.0 -0.5 0.09
H -0.90732 -3.79284 -4.69435 0.3 -0.3 -0.2 0.10
H -1.09400 -4.96160 -6.10935 0.0 -0.1 0.4 0.09



For reference, total energy by record: -5597.3934, -7253.0597, -3299.2915 Ha.
For reference, molar mass by record: 726.447, 880.025, 729.043 g/mol.